[1]
The following is a DFT calculation (ωB97M-V/def2-TZVPD) of 4 unconnected molecules or ions with the total composition C29H52B3F6N3O18P3 at a distorted geometry.

XYZ file:
```
114
Properties=species:S:1:pos:R:3:lowdin_charge:R:1
C 1.47960 -2.34119 3.70805 -0.12
C 3.03785 -1.86567 3.56732 -0.22
C 3.39170 -1.58013 1.99647 -0.20
C 3.47352 -0.01340 1.67598 -0.19
C 2.70061 0.41337 0.30646 -0.18
C 1.12480 0.22029 0.37339 -0.08
C 0.44446 -0.33781 -1.02006 -0.22
O -0.92388 -0.36802 -0.73202 -0.06
C -2.04492 -0.32884 -1.52957 -0.37
P -2.64178 -1.99465 -2.34893 1.03
P -1.26869 -3.01424 -3.60731 0.43
O -2.06635 -3.64545 -4.79042 -0.42
O 0.05150 -2.22757 -4.26902 -0.19
O -0.64288 -4.38000 -2.74500 -0.25
C -2.19101 0.74633 -2.70062 -0.35
F -1.63516 2.01856 -2.47579 0.10
F -3.52876 0.99479 -3.13710 0.07
F -1.53441 0.27279 -3.89036 0.04
C -3.25138 -0.18828 -0.38741 -0.17
O -4.44958 -0.62663 -0.97960 -0.16
C -5.53284 -1.23504 -0.35744 -0.42
C -5.40212 -2.86687 -0.21833 -0.11
C -6.78012 -3.63878 -0.03481 -0.24
N -7.28032 -4.09920 1.09547 0.05
P -6.24177 -0.60270 1.27202 0.85
N -7.02429 0.79234 1.24815 -0.29
C -6.74096 -1.04664 -1.46060 -0.36
F -6.51471 0.26461 -2.00835 0.06
F -8.02758 -0.99434 -0.90697 0.07
F -6.60452 -1.91879 -2.56836 0.08
B -2.64943 -1.01808 0.91278 -0.49
O -2.33977 -2.43725 0.85458 0.08
O -2.33941 -0.40955 2.19604 0.09
B -3.35949 1.38664 0.12354 -0.43
O -2.20033 2.11846 0.63688 0.09
N -4.61075 2.20589 0.01166 -0.12
C -4.67521 3.07060 1.25271 -0.13
C -4.53743 3.18306 -1.12837 -0.09
B 1.03781 -1.88290 -1.03563 -0.48
O 2.25151 -2.24816 -1.76676 0.07
O 0.43563 -2.95795 -0.28802 0.09
C 1.08541 0.60763 -2.13109 -0.48
O 1.56116 0.21330 -3.25967 -0.05
O 1.23897 1.98538 -1.90829 -0.17
H 0.80499 -1.49497 4.10857 0.07
H 1.39026 -3.24946 4.41245 0.05
H 1.03032 -2.66758 2.71114 0.05
H 3.23879 -0.96801 4.23837 0.10
H 3.66194 -2.78231 3.88503 0.08
H 4.41938 -2.07165 1.81670 0.11
H 2.62356 -2.16392 1.39063 0.08
H 4.58087 0.25305 1.47123 0.11
H 3.15696 0.64849 2.55507 0.11
H 3.24127 -0.03778 -0.58713 0.13
H 2.88748 1.55273 0.23000 0.12
H 0.89036 -0.57948 1.17902 0.12
H 0.63847 1.20618 0.67557 0.13
H -3.67262 -1.52152 -3.26068 0.02
H 0.48552 -2.86706 -4.88330 0.09
H -1.20629 -5.14408 -3.00197 0.07
H -4.81466 -3.33557 -1.07235 0.10
H -4.83094 -3.01818 0.77842 0.11
H -7.41302 -3.84665 -0.97688 0.12
H -6.59557 -3.85462 1.83417 0.03
H -5.21705 -0.49745 2.26748 0.02
H -7.19910 -1.58717 1.74279 0.04
H -8.00524 0.60245 1.52964 -0.02
H -1.68827 -2.65769 1.55443 0.11
H -3.14915 -0.12594 2.66678 0.08
H -1.45347 2.06318 -0.00276 0.10
H -4.03272 4.01309 1.06095 0.10
H -4.28422 2.50069 2.16954 0.09
H -5.75116 3.40902 1.48809 0.09
H -3.46211 3.40695 -1.45752 0.09
H -5.10042 2.73496 -2.03322 0.09
H -5.05045 4.17427 -0.87461 0.10
H 2.01760 -2.74316 -2.57989 0.09
H 0.84413 -3.81619 -0.52457 0.10
O 4.68452 6.92145 -4.56595 0.08
C 4.23959 5.80678 -4.41119 -0.49
O 3.23056 5.50147 -3.55269 0.01
C 3.03227 4.07591 -3.54163 -0.15
C 3.60874 3.58510 -4.84601 -0.15
C 4.73946 4.56049 -5.09164 -0.08
H 3.55069 3.65881 -2.67502 0.12
H 1.96826 3.85279 -3.45694 0.12
H 3.92780 2.54277 -4.80906 0.12
H 2.86239 3.68136 -5.64140 0.12
H 5.66605 4.23923 -4.60952 0.13
H 4.89751 4.73209 -6.15668 0.12
O 3.24428 -4.45432 5.59008 0.11
C 2.77974 -5.55124 5.75427 -0.47
O 1.75822 -5.82542 6.61185 0.03
C 1.52958 -7.23830 6.64192 -0.17
C 2.10301 -7.76216 5.34563 -0.17
C 3.25746 -6.81559 5.09312 -0.08
H 2.03496 -7.65475 7.51862 0.13
H 0.45926 -7.43513 6.72462 0.13
H 2.39899 -8.81135 5.39857 0.12
H 1.36344 -7.66056 4.54514 0.12
H 4.17398 -7.15022 5.58471 0.13
H 3.42595 -6.66176 4.02752 0.13
O 5.63610 4.45477 -1.20132 0.12
C 5.71667 5.60195 -0.84513 -0.46
O 6.60058 6.04743 0.09215 0.02
C 6.35444 7.43254 0.35490 -0.18
C 5.63044 7.94709 -0.86771 -0.16
C 4.84680 6.73308 -1.31955 -0.08
H 5.74777 7.51311 1.26222 0.12
H 7.30244 7.94933 0.51683 0.12
H 5.00786 8.82009 -0.66378 0.12
H 6.35602 8.22330 -1.63957 0.12
H 3.87514 6.66823 -0.82422 0.15
H 4.72880 6.71102 -2.39989 0.08
```

Computed properties:
Highest occupied orbital energy in eV: -4.72
Net charge: -1
Orbital gap in hartree: 0.23617
E in hartree: -4352.73873

[2]
The following is a DFT calculation (ωB97M-V/def2-TZVPD) of 3 unconnected molecules or ions with the total composition C3H6N4O at a distorted geometry.

XYZ file:
```
14
Properties=species:S:1:pos:R:3:nbo_charge:R:1
C 0.66862 -0.35613 -0.08562 0.63
C -2.12662 0.38395 -0.20484 -0.02
C -1.70836 -1.09741 -0.22548 -0.15
H 3.72204 0.09570 1.05291 0.31
H 2.40309 1.49050 -0.34772 0.22
H 0.69345 1.73486 0.31360 0.39
H -3.07794 0.61027 0.40425 0.22
H -2.33232 -1.87650 -0.97409 0.26
H -2.06848 -1.18205 0.90299 0.23
N 3.09569 0.09800 -0.31847 -0.55
N 1.89727 -0.80615 -0.04198 -0.37
N 0.14262 0.91878 -0.41529 -0.46
N -1.12995 1.23305 0.02228 -0.23
O -0.17910 -1.24687 -0.08256 -0.47
```

Computed properties:
Highest occupied orbital energy in eV: -8.62
Energy above the lowest of the compared OMol25 structures with the same formula, charge and spin in kcal per mole: 254.34
Orbital gap in hartree: 0.32394
E in hartree: -411.80363

[3]
The following is a DFT calculation (ωB97M-V/def2-TZVPD) of a molecular structure, C22H30AlN5O3S.

XYZ file:
```
62
Properties=species:S:1:pos:R:3:nbo_charge:R:1
Al -0.36286 0.51022 -1.15129 1.95
C 4.77231 0.23678 4.77164 -0.65
C 3.62043 0.73237 3.95176 0.06
C 3.81309 1.16683 2.63878 -0.21
C 2.73860 1.51346 1.84040 -0.20
C 1.45442 1.44573 2.36508 -0.30
C 1.24464 1.11353 3.69798 -0.19
C 2.32849 0.76571 4.48141 -0.20
S 0.07037 1.48917 1.29033 2.31
O 0.43850 2.16280 0.00543 -1.02
O -1.09984 1.98926 1.94344 -0.91
N -0.13362 0.00424 0.67615 -1.11
C -1.00151 -0.96804 1.18446 0.12
C -1.21209 -1.31601 2.49302 -0.20
C -2.09762 -2.36587 2.81022 -0.16
C -2.77172 -3.04964 1.83833 -0.19
C -2.59773 -2.69884 0.48098 -0.10
C -3.26190 -3.32941 -0.59075 -0.05
C -3.03795 -2.89776 -1.87402 -0.27
C -2.16316 -1.83286 -2.09615 0.10
N -1.50373 -1.22421 -1.12382 -0.60
C -1.70820 -1.65034 0.15909 0.21
H 5.64902 0.07423 4.14877 0.23
H 4.51253 -0.69686 5.26939 0.24
H 5.03308 0.95882 5.54771 0.25
H 4.81880 1.22277 2.24245 0.23
H 2.89472 1.88333 0.83433 0.22
H 0.24296 1.14825 4.10849 0.24
H 2.17382 0.49925 5.51938 0.24
H -0.69255 -0.79353 3.28258 0.23
H -2.23384 -2.63369 3.84925 0.24
H -3.43916 -3.86215 2.09292 0.24
H -3.95402 -4.13718 -0.38859 0.25
H -3.53101 -3.36617 -2.71364 0.25
H -2.00515 -1.46289 -3.10189 0.20
N -0.32041 0.94163 -3.13033 -0.92
C 0.07833 -0.00830 -4.22513 -0.23
C 0.86749 -1.21903 -3.73154 -0.42
C 2.35034 -0.93579 -3.49993 -0.42
C 2.57197 0.23090 -2.54317 -0.22
N 1.69580 0.11886 -1.34522 -0.91
H -1.22431 1.34288 -3.37093 0.43
H 0.30724 1.74703 -3.13899 0.41
H 0.65487 0.52631 -4.98094 0.22
H -0.83653 -0.35420 -4.70303 0.22
H 0.77782 -2.01905 -4.46653 0.25
H 0.40885 -1.58042 -2.80944 0.20
H 2.83885 -0.70739 -4.44791 0.24
H 2.82548 -1.83674 -3.10586 0.23
H 2.35890 1.17983 -3.03892 0.19
H 3.61715 0.25762 -2.23523 0.23
H 2.02977 0.77971 -0.64958 0.42
H 1.85313 -0.79518 -0.92090 0.42
C -4.20002 1.75095 -0.48951 -0.71
C -2.80634 2.24976 -0.64944 0.77
N -2.53042 3.49361 -0.34897 -0.71
O -1.91341 1.48033 -1.12335 -0.82
H -4.92683 2.54214 -0.66151 0.26
H -4.31588 1.39451 0.53791 0.28
H -4.38720 0.91478 -1.15693 0.25
H -3.20981 4.09068 0.09442 0.43
H -1.56296 3.78328 -0.34262 0.43
```

Computed properties:
Highest occupied orbital energy in eV: -13.81
Energy above the lowest of the compared OMol25 structures with the same formula, charge and spin in kcal per mole: 0.53
Net charge: +2
Orbital gap in hartree: 0.29480
E in hartree: -1996.19120

[4]
The following is a DFT calculation (ωB97M-V/def2-TZVPD) of a molecular structure, C20H30N5O4PSW.

XYZ file:
```
62
Properties=species:S:1:pos:R:3:nbo_charge:R:1
W -0.48905 -0.35080 -0.57676 2.03
C 0.66412 -3.97930 1.61023 -0.71
C 0.17483 -2.96996 0.64940 0.39
N 0.17375 -1.68350 0.84528 -0.36
N 0.66264 -1.12936 2.01478 -0.32
C 0.31053 0.10577 2.09533 0.55
O -0.48311 0.63390 1.08284 -0.77
C 0.65416 0.99968 3.18346 -0.14
C 1.17004 0.45629 4.36755 -0.14
C 1.49493 1.29116 5.42202 -0.18
C 1.31181 2.66338 5.30490 -0.12
C 0.80884 3.21148 4.12651 -0.19
C 0.47663 2.38679 3.06838 -0.23
C -0.38007 -3.33172 -0.66579 0.14
C -0.49862 -4.63698 -1.10646 -0.16
C -1.03041 -4.88513 -2.36841 -0.06
C -1.43318 -3.81529 -3.15203 -0.20
C -1.30398 -2.53315 -2.65001 0.09
N -0.78942 -2.27470 -1.43785 -0.54
H 1.05764 -3.50948 2.50633 0.29
H 1.44220 -4.58982 1.14628 0.28
H -0.15415 -4.64998 1.88700 0.29
H 1.30141 -0.61285 4.45860 0.24
H 1.88784 0.87383 6.33850 0.26
H 1.56776 3.31120 6.13274 0.26
H 0.69387 4.28303 4.03994 0.25
H 0.13773 2.82820 2.13666 0.20
H -0.17970 -5.45615 -0.47748 0.27
H -1.12221 -5.90149 -2.72952 0.28
H -1.83633 -3.96498 -4.14390 0.28
H -1.59336 -1.67268 -3.24271 0.20
N -3.88753 1.25527 -3.62132 -0.67
C -4.18951 1.46624 -2.16475 -0.61
P -2.77438 1.16209 -1.00850 2.12
O -2.71047 -0.20639 -0.35025 -1.06
O -1.43893 1.33694 -1.73513 -1.07
C -3.09350 2.42932 0.31441 -0.61
N -2.88720 1.87866 1.68941 -0.68
H -3.86805 0.26451 -3.88094 0.46
H -2.99032 1.67506 -3.89316 0.47
H -4.61890 1.69132 -4.20038 0.48
H -5.03796 0.83379 -1.89441 0.30
H -4.50318 2.50610 -2.05894 0.28
H -4.11016 2.82107 0.25900 0.28
H -2.40668 3.26633 0.17151 0.29
H -1.91793 1.51924 1.78521 0.48
H -3.52328 1.10004 1.89080 0.46
H -3.04615 2.60274 2.39955 0.47
O 1.31025 -0.01644 -1.23277 -0.92
S 2.23444 1.30408 -1.12192 1.17
C 3.72155 0.66431 -0.28098 -0.55
C 4.87208 0.80069 -1.28072 -0.42
C 4.28397 0.53178 -2.65968 -0.42
C 3.03530 1.40037 -2.74329 -0.55
H 3.47547 -0.37817 -0.06632 0.26
H 3.84223 1.21254 0.65170 0.28
H 5.65951 0.09544 -1.01818 0.28
H 5.30183 1.80190 -1.23053 0.25
H 4.02779 -0.52137 -2.78551 0.23
H 4.97427 0.80395 -3.45721 0.28
H 2.29240 1.13831 -3.49615 0.27
H 3.27590 2.46291 -2.84637 0.28
```

Computed properties:
⟨S²⟩: 2.015
Highest occupied orbital energy (alpha / beta) in eV: -18.82 / -18.82
Energy above the lowest of the compared OMol25 structures with the same formula, charge and spin in kcal per mole: 0.00
Net charge: +4
Spin multiplicity: 3
Orbital gap (alpha / beta) in hartree: 0.24412 / 0.23480
E in hartree: -2160.16513